The following is a DFT calculation (ωB97M-V/def2-TZVPD) of an isolated molecule of C8H8N4O2.

Structure (XYZ):
```
22
Properties=species:S:1:pos:R:3:nbo_charge:R:1
N 0.695 2.562 1.156 -0.529
N -1.124 -0.075 -0.494 -0.439
N 2.216 0.784 0.664 -0.531
O -1.529 2.349 0.497 -0.632
O -2.798 -2.789 -0.467 -0.715
C 1.873 1.991 1.120 0.563
C -0.930 -1.311 -0.975 0.170
C 0.339 -1.890 -0.992 -0.206
C -0.268 1.866 0.576 0.581
C 1.419 -1.143 -0.457 -0.161
C -0.083 0.604 0.035 -0.020
C 1.231 0.102 0.088 0.162
N 2.742 2.687 1.823 -0.773
C -2.196 -2.022 -1.491 -0.082
H -1.968 1.630 -0.018 0.508
H -3.230 -2.243 0.221 0.478
H 0.506 -2.904 -1.354 0.229
H 2.398 -1.614 -0.373 0.230
H 2.179 3.412 2.282 0.403
H 3.296 2.020 2.387 0.399
H -1.881 -2.714 -2.264 0.183
H -2.887 -1.301 -1.962 0.182
```

HOMO = -8.693 eV
structure (SMILES) = Nc1nc(O)c2nc(CO)ccc2n1
energy relative to the best compared isomer or geometry (same formula, charge and spin) = 0.0 kJ/mol
HOMO-LUMO gap = 8.208 eV